Record 1
Here is C19H14I2IrN6 as an isolated structure from OMol25. Energies are from ωB97M-V/def2-TZVPD.

Calculated values
HOMO level (alpha / beta) in eV: -16.9 / -16.8
Total charge: +3

XYZ file:
```
42
C19H14I2IrN6 ωB97M-V/def2-TZVPD
Ir -0.14 2.09 -2.06
C -4.50 0.29 -2.32
C -3.33 1.03 -2.50
N -2.25 0.81 -1.79
C -2.28 -0.17 -0.87
C -3.46 -0.91 -0.71
N -4.52 -0.66 -1.43
C -1.07 -0.43 -0.08
C -1.04 -1.43 0.89
C 0.11 -1.67 1.64
C 1.19 -0.84 1.34
C 1.09 0.15 0.36
N -0.02 0.35 -0.35
C 2.22 1.03 0.03
C 3.46 0.93 0.68
N 4.45 1.73 0.38
C 4.30 2.63 -0.55
C 3.07 2.74 -1.21
N 2.06 1.95 -0.93
C 0.19 -2.73 2.68
C 1.36 -2.94 3.42
C 1.39 -3.94 4.39
N 0.33 -4.66 4.59
C -0.80 -4.53 3.95
C -0.91 -3.55 2.97
H -5.39 0.47 -2.91
H -3.34 1.81 -3.25
H -3.55 -1.71 0.01
H -1.92 -2.03 1.06
H 2.12 -0.95 1.87
H 3.65 0.21 1.46
H 5.13 3.28 -0.79
H 2.98 3.50 -1.98
H 2.26 -2.37 3.29
H 2.27 -4.15 4.98
H -1.61 -5.19 4.21
H -1.86 -3.47 2.46
I -1.85 3.51 -4.19
C -0.34 4.87 -4.79
I 1.29 4.33 -3.54
H -0.64 5.90 -4.61
H -0.09 4.72 -5.84
```

Record 2
Here is an isolated ion of composition CH4ClNO2P and charge -1 from OMol25. Energies are from ωB97M-V/def2-TZVPD.

Calculated values
HOMO level in eV: -5.1
SMILES string: CN[P@](=O)([O-])Cl
Total charge: -1
Energy above the lowest of the compared OMol25 structures with the same formula, charge and spin in eV: 0.318

XYZ file:
```
10
CH4ClNO2P ωB97M-V/def2-TZVPD
C -1.07 -0.29 -0.69
N -0.46 0.42 0.34
P 1.19 0.58 0.40
O 1.59 1.46 1.61
O 1.79 0.66 -0.92
Cl 1.82 -1.34 1.10
H -0.90 -0.02 -1.76
H -0.82 -1.51 -0.62
H -2.16 -0.12 -0.64
H -0.97 0.17 1.17
```

Record 3
Here is C18H14BF4O6PS2Se2W as an isolated structure from OMol25. Energies are from ωB97M-V/def2-TZVPD.

Calculated values
HOMO level in eV: -15.3
Total charge: +2
Energy above the lowest of the compared OMol25 structures with the same formula, charge and spin in eV: 0.054

XYZ file:
```
49
C18H14BF4O6PS2Se2W ωB97M-V/def2-TZVPD
W -0.69 -0.18 -1.42
Se 1.68 0.25 -1.11
P 1.50 -0.39 1.05
Se -0.71 -0.49 1.10
C 2.28 -1.95 1.34
C 3.12 -2.55 0.41
C 3.73 -3.75 0.73
C 3.49 -4.35 1.96
C 2.65 -3.74 2.89
C 2.04 -2.54 2.59
C 2.13 0.91 2.07
C 3.38 0.72 2.67
C 3.91 1.73 3.45
C 3.20 2.91 3.63
C 1.96 3.10 3.02
C 1.42 2.10 2.24
H 3.31 -2.09 -0.56
H 4.39 -4.23 0.01
H 3.96 -5.29 2.20
H 2.47 -4.21 3.85
H 1.39 -2.06 3.32
H 3.93 -0.20 2.53
H 4.88 1.60 3.92
H 3.62 3.70 4.24
H 1.42 4.02 3.17
H 0.45 2.24 1.77
O -4.35 -1.21 -2.52
S -3.33 -0.30 -2.21
O -1.99 -0.43 -2.97
O -2.72 -0.43 -0.82
C -3.79 1.35 -2.61
C -5.12 1.51 -2.95
C -5.56 2.74 -3.45
C -4.67 3.78 -3.63
C -3.33 3.62 -3.28
C -2.88 2.42 -2.77
S -1.22 2.43 -2.17
O -0.34 1.36 -2.83
O -0.69 3.73 -2.20
O -1.35 1.73 -0.84
H -5.80 0.68 -2.86
H -6.61 2.86 -3.71
H -5.01 4.72 -4.03
H -2.64 4.45 -3.39
F -0.48 -1.98 -1.68
B -0.77 -4.58 -0.04
F -1.82 -3.82 0.21
F -0.89 -5.82 -0.45
F 0.44 -4.05 0.12
```

Record 4
Here is an isolated molecule of C4H7NO3 from OMol25. Energies are from ωB97M-V/def2-TZVPD.

Calculated values
HOMO level in eV: -10.8
SMILES string: CCC(=O)NC(=O)O
Total charge: 0
Energy above the lowest of the compared OMol25 structures with the same formula, charge and spin in eV: 0.505

XYZ file:
```
15
C4H7NO3 ωB97M-V/def2-TZVPD
C -0.07 1.66 -1.20
C -0.77 1.12 0.02
C 0.15 0.57 1.05
O 0.71 1.21 1.90
N 0.57 -0.82 0.97
C 0.18 -1.80 0.14
O -0.58 -1.81 -0.80
O 0.82 -2.99 0.49
H -0.75 1.72 -2.03
H 0.46 2.63 -1.10
H 0.83 1.10 -1.55
H -1.49 1.83 0.39
H -1.39 0.26 -0.35
H 1.17 -1.03 1.77
H 0.14 -3.65 0.30
```

Record 5
Here is a 2-piece molecular cluster, C4H6I2O overall from OMol25. Energies are from ωB97M-V/def2-TZVPD.

Calculated values
Spin multiplicity: 3
HOMO level (alpha / beta) in eV: -6.5 / -9.5
Total charge: 0
Energy above the lowest of the compared OMol25 structures with the same formula, charge and spin in eV: 0.000

XYZ file:
```
13
C4H6I2O ωB97M-V/def2-TZVPD
C -0.61 -0.08 -0.84
C 0.66 0.61 -0.66
C -1.85 -2.17 -0.25
C -1.04 -1.14 0.18
O -1.31 0.19 -1.75
I 3.24 2.78 1.73
I -0.18 -1.24 2.10
H 1.00 1.27 -1.56
H 1.45 -0.24 -0.36
H 0.65 1.16 0.29
H -2.20 -2.98 0.42
H -2.15 -2.16 -1.22
H 2.34 3.98 1.91
```

Record 6
Here is a 3-piece molecular cluster, C42H45ClN2O5S3 overall from OMol25. Energies are from ωB97M-V/def2-TZVPD.

Calculated values
HOMO level in eV: -8.3
SMILES string: CCN(CC)C(=S)SCCC[C@](N)(S)COCC[C@@H](C)Cl.O=C1c2ccccc2C(=O)c2ccccc21.O=C1c2ccccc2C(=O)c2ccccc21
Total charge: 0

XYZ file:
```
98
C42H45ClN2O5S3 ωB97M-V/def2-TZVPD
C 12.09 -3.12 1.51
C 11.09 -2.15 0.90
N 9.67 -2.47 1.16
C 9.28 -2.35 2.58
C 9.65 -3.59 3.40
C 8.84 -1.80 0.26
S 8.62 -2.32 -1.26
S 8.07 -0.26 0.82
C 6.30 -0.67 0.65
C 5.54 -0.32 1.93
C 4.11 0.20 1.74
C 3.02 -0.82 1.35
N 3.04 -2.06 2.11
S 3.15 -1.39 -0.40
C 1.67 -0.13 1.57
O 0.54 -0.85 1.17
C -0.05 -1.68 2.15
C -1.51 -1.93 1.81
C -1.83 -3.04 0.80
C -2.99 -2.68 -0.12
Cl -0.40 -3.54 -0.19
H 12.38 -2.85 2.53
H 11.69 -4.13 1.52
H 13.00 -3.13 0.90
H 11.21 -2.16 -0.19
H 11.30 -1.12 1.24
H 9.69 -1.44 3.03
H 8.20 -2.26 2.60
H 10.69 -3.59 3.73
H 9.48 -4.49 2.82
H 9.02 -3.63 4.29
H 5.90 -0.13 -0.20
H 6.24 -1.73 0.39
H 5.52 -1.18 2.61
H 6.10 0.45 2.47
H 3.79 0.62 2.70
H 4.12 1.03 1.02
H 3.93 -2.54 2.05
H 2.81 -1.90 3.09
H 3.77 -0.30 -0.87
H 1.60 0.13 2.64
H 1.67 0.81 1.01
H 0.49 -2.63 2.22
H 0.02 -1.18 3.13
H -1.96 -0.99 1.48
H -2.00 -2.20 2.75
H -2.10 -3.94 1.35
H -3.93 -2.77 0.43
H -2.91 -1.65 -0.48
H -3.04 -3.35 -0.97
O -2.86 1.68 0.20
C -2.48 2.82 0.08
C -1.09 3.13 -0.36
C -0.22 2.08 -0.64
C 1.07 2.35 -1.07
C 1.50 3.67 -1.22
C 0.64 4.71 -0.94
C -0.65 4.45 -0.51
C -1.56 5.60 -0.20
O -1.17 6.75 -0.29
C -2.96 5.29 0.20
C -3.84 6.34 0.45
C -5.15 6.07 0.80
C -5.59 4.75 0.91
C -4.72 3.71 0.68
C -3.40 3.97 0.33
H -0.56 1.06 -0.50
H 1.74 1.53 -1.28
H 2.51 3.87 -1.56
H 0.95 5.74 -1.05
H -3.48 7.35 0.35
H -5.84 6.89 0.98
H -6.62 4.55 1.17
H -5.04 2.68 0.75
O -6.20 -2.03 -1.38
C -6.90 -1.34 -2.08
C -8.24 -1.80 -2.54
C -8.70 -3.04 -2.14
C -9.95 -3.48 -2.54
C -10.75 -2.68 -3.35
C -10.29 -1.44 -3.76
C -9.03 -0.99 -3.36
C -8.56 0.34 -3.83
O -9.24 1.02 -4.57
C -7.23 0.81 -3.36
C -6.77 2.06 -3.75
C -5.53 2.51 -3.32
C -4.75 1.71 -2.49
C -5.20 0.47 -2.09
C -6.44 0.01 -2.52
H -8.07 -3.65 -1.51
H -10.31 -4.45 -2.22
H -11.73 -3.02 -3.65
H -10.89 -0.80 -4.39
H -7.39 2.66 -4.40
H -5.17 3.48 -3.62
H -3.79 2.06 -2.15
H -4.61 -0.16 -1.44
```

Record 7
Here is a 7-piece molecular cluster, C30H76ClFO12P overall from OMol25. Energies are from ωB97M-V/def2-TZVPD.

Calculated values
HOMO level in eV: -4.1
Total charge: -1

XYZ file:
```
121
C30H76ClFO12P ωB97M-V/def2-TZVPD
C -3.88 1.59 5.50
C -2.52 2.24 5.23
C -2.69 3.67 4.72
C -1.58 2.12 6.42
P -2.08 2.83 8.11
Cl -0.88 4.88 7.54
C -2.35 3.66 9.82
C -3.44 4.68 9.84
F -3.89 4.98 11.16
H -3.75 0.58 5.90
H -4.45 2.17 6.24
H -4.47 1.53 4.58
H -2.07 1.66 4.40
H -3.36 4.25 5.36
H -1.73 4.20 4.71
H -3.10 3.67 3.70
H -1.40 1.06 6.63
H -0.61 2.58 6.18
H -0.82 2.31 8.62
H -2.84 1.66 8.46
H -3.23 3.51 7.55
H -2.59 2.84 10.52
H -1.39 4.10 10.12
H -3.13 5.63 9.40
H -4.32 4.32 9.30
C -1.10 3.24 -0.92
O -0.92 1.84 -0.82
C -0.53 1.42 0.48
C -1.69 0.89 1.29
O -2.64 1.89 1.56
C -3.81 1.83 0.77
H -1.55 3.43 -1.90
H -1.77 3.62 -0.14
H -0.15 3.77 -0.86
H -0.06 2.24 1.02
H 0.22 0.62 0.36
H -1.31 0.51 2.24
H -2.16 0.05 0.76
H -4.42 0.97 1.04
H -3.57 1.79 -0.29
H -4.37 2.74 0.98
C -7.12 3.41 8.63
O -7.27 3.13 7.25
C -7.85 1.88 6.98
C -9.30 2.00 6.56
O -10.14 2.50 7.59
C -10.38 3.89 7.50
H -6.78 4.44 8.70
H -8.07 3.31 9.15
H -6.38 2.76 9.09
H -7.78 1.22 7.85
H -7.29 1.41 6.16
H -9.68 1.02 6.28
H -9.36 2.65 5.68
H -11.02 4.13 6.64
H -9.45 4.46 7.41
H -10.89 4.19 8.41
C 4.41 -2.41 -2.41
O 3.34 -3.31 -2.17
C 3.03 -3.48 -0.80
C 1.82 -2.67 -0.39
O 2.05 -1.28 -0.51
C 1.51 -0.71 -1.68
H 4.41 -2.22 -3.48
H 4.27 -1.47 -1.86
H 5.37 -2.85 -2.12
H 3.89 -3.20 -0.18
H 2.82 -4.55 -0.63
H 1.59 -2.89 0.66
H 0.96 -2.97 -1.00
H 0.42 -0.68 -1.65
H 1.83 -1.25 -2.58
H 1.87 0.32 -1.73
C 2.40 -3.68 -8.61
O 1.37 -3.63 -7.65
C 1.68 -4.26 -6.42
C 2.12 -3.29 -5.36
O 3.34 -2.64 -5.70
C 3.16 -1.32 -6.19
H 2.10 -3.04 -9.43
H 3.35 -3.32 -8.20
H 2.55 -4.70 -8.98
H 2.47 -5.01 -6.58
H 0.79 -4.79 -6.08
H 2.28 -3.82 -4.42
H 1.33 -2.55 -5.19
H 2.84 -0.64 -5.39
H 2.42 -1.28 -6.99
H 4.12 -0.98 -6.57
C 5.11 -5.73 -3.58
O 5.30 -7.13 -3.57
C 6.64 -7.53 -3.35
C 6.90 -7.92 -1.91
O 6.76 -6.83 -1.02
C 5.53 -6.78 -0.34
H 4.04 -5.54 -3.57
H 5.56 -5.26 -2.71
H 5.54 -5.28 -4.49
H 7.33 -6.72 -3.63
H 6.85 -8.39 -3.99
H 7.92 -8.29 -1.82
H 6.22 -8.73 -1.62
H 5.44 -7.60 0.39
H 4.68 -6.85 -1.03
H 5.49 -5.83 0.19
C 4.74 0.93 -8.64
O 3.69 1.39 -7.81
C 3.89 2.70 -7.30
C 3.10 3.74 -8.08
O 3.53 3.85 -9.42
C 2.70 3.17 -10.34
H 4.40 0.00 -9.09
H 4.99 1.65 -9.42
H 5.64 0.72 -8.05
H 4.95 2.96 -7.33
H 3.56 2.71 -6.26
H 3.23 4.71 -7.60
H 2.03 3.48 -8.04
H 1.73 3.66 -10.44
H 2.54 2.12 -10.05
H 3.21 3.20 -11.30
```

Record 8
Here is C25H46BClN8RuS as an isolated structure from OMol25. Energies are from ωB97M-V/def2-TZVPD.

Calculated values
Spin multiplicity: 5
HOMO level (alpha / beta) in eV: -6.9 / -8.1
Total charge: 0

XYZ file:
```
83
C25H46BClN8RuS ωB97M-V/def2-TZVPD
Ru -0.05 -0.47 0.80
C -0.74 2.55 -3.49
C 0.14 2.35 -2.28
C 0.69 3.34 -1.50
C 1.16 2.61 -0.38
N 0.94 1.30 -0.52
N 0.31 1.16 -1.75
B -0.25 -0.19 -2.30
N -1.55 -0.47 -1.62
N -1.94 0.36 -0.58
C -3.18 -0.01 -0.31
C -3.57 -1.08 -1.07
C -2.53 -1.31 -1.96
C -2.42 -2.33 -3.08
C -4.04 0.68 0.72
C -4.86 -0.22 1.57
C -4.99 1.62 -0.05
C -3.13 1.56 1.62
N 0.93 -1.19 -2.02
N 1.34 -1.49 -0.73
C 2.34 -2.35 -0.81
C 2.59 -2.61 -2.16
C 1.66 -1.89 -2.91
C 1.39 -1.97 -4.38
C 2.98 -2.84 0.38
C 3.77 -4.14 0.12
C 2.01 -3.23 1.49
C 3.95 -1.81 0.99
C 1.97 3.28 0.71
C 2.49 2.32 1.76
C 3.19 4.02 0.15
C 1.01 4.29 1.40
H -0.73 3.63 -3.72
H -1.80 2.32 -3.33
H -0.38 2.15 -4.43
H 0.77 4.39 -1.79
H -0.41 -0.04 -3.52
H -4.59 -1.49 -1.06
H -3.34 -2.23 -3.67
H -2.30 -3.35 -2.70
H -1.55 -2.01 -3.69
H -5.51 -0.86 0.96
H -5.49 0.33 2.30
H -4.22 -0.82 2.24
H -5.47 1.07 -0.86
H -4.44 2.40 -0.50
H -5.74 2.00 0.60
H -2.49 0.97 2.34
H -3.80 2.18 2.29
H -2.55 2.20 0.99
H 3.33 -3.26 -2.53
H 2.26 -2.21 -5.00
H 0.99 -1.10 -4.82
H 0.58 -2.75 -4.57
H 3.04 -4.96 -0.16
H 4.30 -4.46 1.00
H 4.53 -4.10 -0.71
H 1.18 -3.77 1.02
H 1.47 -2.43 1.99
H 2.53 -3.74 2.29
H 4.68 -1.38 0.32
H 4.44 -2.34 1.82
H 3.45 -0.99 1.49
H 2.89 1.40 1.35
H 1.77 2.18 2.58
H 3.34 2.79 2.37
H 3.84 3.33 -0.37
H 3.69 4.48 0.98
H 2.86 4.81 -0.54
H 0.24 3.78 2.01
H 0.56 4.88 0.63
H 1.56 4.83 2.15
Cl -2.00 -1.56 4.16
C -1.22 -2.73 3.01
H -1.62 -3.74 3.18
H -0.19 -2.76 3.35
N 0.08 1.31 3.73
N 0.58 0.08 3.07
H -0.24 1.04 4.65
H -0.81 1.50 3.22
H 0.14 -0.65 3.58
H 1.60 0.12 3.20
S -1.46 -2.32 1.32
```

Record 9
Here is C15H30INOP2Sn as an isolated structure from OMol25. Energies are from ωB97M-V/def2-TZVPD.

Calculated values
HOMO level (alpha / beta) in eV: -5.7 / -5.7
Total charge: 0

XYZ file:
```
51
C15H30INOP2Sn ωB97M-V/def2-TZVPD
Sn 0.18 0.12 0.19
P -0.39 0.96 -2.58
P 0.17 -0.70 2.57
N -0.09 -1.73 -0.62
H -0.35 1.53 -0.94
C 0.92 0.39 -3.74
H 0.78 0.76 -4.78
H 0.92 -0.71 -3.79
H 1.90 0.75 -3.39
C -0.62 2.75 -2.90
H -0.69 3.01 -3.96
H 0.26 3.27 -2.46
H -1.55 3.09 -2.40
C -1.94 0.11 -3.12
H -2.26 0.38 -4.14
H -2.74 0.40 -2.42
H -1.79 -0.98 -3.10
C 1.58 -1.79 2.78
H 1.52 -2.19 3.80
H 2.53 -1.26 2.68
H 1.54 -2.59 2.04
C 0.38 0.55 3.86
H 0.54 -0.05 4.77
H -0.54 1.15 3.94
H 1.25 1.20 3.66
C -1.27 -1.67 3.02
H -1.04 -2.00 4.04
H -1.39 -2.51 2.34
H -2.16 -1.03 3.01
C -1.18 -2.48 -0.65
C -1.88 -4.70 -1.40
C -0.88 -3.78 -1.18
C -2.57 -2.15 -0.27
C -3.57 -3.11 -0.49
C -3.22 -4.37 -1.06
H -1.57 -5.67 -1.83
H 0.20 -3.90 -1.36
H -2.79 -1.17 0.18
H -4.61 -2.88 -0.22
H -3.99 -5.12 -1.24
C 3.12 1.38 0.70
O 2.84 0.21 1.05
C 3.53 1.65 -0.76
H 3.18 2.71 -0.94
H 2.86 1.09 -1.49
H 4.66 1.51 -0.87
C 2.62 2.56 1.52
H 3.10 2.68 2.53
H 1.50 2.57 1.66
H 2.86 3.38 0.81
I -1.83 1.95 1.04
```

| no. | F_max (eV/A) |
| --- | --- |
| 1 | 6.18 |
| 2 | 5.56 |
| 3 | 0.62 |
| 4 | 2.80 |
| 5 | 6.36 |
| 6 | 0.83 |
| 7 | 0.68 |
| 8 | 3.02 |
| 9 | 3.47 |